Density functional theory data (wB97M-V/def2-TZVPD) for 21 unconnected molecules or ions with the total composition C24H96N6O21.

Results
- ΔE to the lowest compared entry with this formula, charge and spin: 0.0 kcal per mole

CARTESIAN COORDINATES (ANGSTROEM)
C: -4.272 3.752 -27.946
C: -4.155 2.576 -26.955
C: -3.087 1.642 -27.655
O: -2.620 0.633 -26.734
C: -2.128 -0.538 -27.330
N: -3.638 2.964 -25.631
H: -5.114 4.338 -27.668
H: -4.411 3.261 -28.905
H: -3.393 4.412 -27.945
H: -5.053 1.946 -26.840
H: -2.232 2.126 -28.133
H: -3.668 1.070 -28.390
H: -1.307 -0.319 -28.052
H: -2.868 -1.093 -27.948
H: -1.801 -1.262 -26.590
H: -2.710 3.333 -25.822
H: -3.343 2.035 -25.323
C: -11.192 11.840 -24.059
C: -10.324 10.620 -24.141
C: -10.391 10.025 -25.654
O: -11.652 9.438 -25.761
C: -12.240 9.596 -27.039
N: -9.034 10.872 -23.622
H: -10.698 12.663 -24.622
H: -11.203 12.129 -23.021
H: -12.141 11.736 -24.383
H: -10.735 9.803 -23.570
H: -9.627 9.213 -25.750
H: -10.246 10.886 -26.402
H: -12.403 10.685 -27.204
H: -13.164 9.056 -27.004
H: -11.589 9.328 -27.844
H: -8.522 11.681 -23.956
H: -8.399 10.105 -23.399
C: -5.058 -0.433 -24.698
C: -4.793 -1.913 -24.928
C: -4.155 -2.577 -23.695
O: -4.986 -2.476 -22.541
C: -4.467 -3.253 -21.526
N: -6.119 -2.504 -25.247
H: -4.203 0.106 -24.342
H: -5.832 -0.296 -23.897
H: -5.478 0.009 -25.581
H: -4.168 -2.193 -25.814
H: -3.190 -2.089 -23.453
H: -3.989 -3.653 -23.831
H: -3.680 -2.712 -21.032
H: -4.077 -4.095 -22.058
H: -5.254 -3.578 -20.821
H: -6.138 -3.490 -25.372
H: -6.796 -2.401 -24.481
C: -8.409 8.892 -33.016
C: -9.243 9.873 -32.133
C: -9.982 9.113 -31.034
O: -10.507 7.947 -31.523
C: -11.599 7.371 -30.832
N: -8.482 10.897 -31.470
H: -9.063 8.346 -33.648
H: -7.908 8.248 -32.324
H: -7.694 9.430 -33.626
H: -9.983 10.397 -32.789
H: -10.930 9.586 -30.696
H: -9.379 9.029 -30.128
H: -11.420 7.194 -29.783
H: -11.817 6.406 -31.256
H: -12.452 8.063 -30.933
H: -7.799 10.382 -30.881
H: -8.047 11.636 -32.048
C: -9.898 6.171 -26.567
C: -8.461 6.069 -26.284
C: -8.014 4.597 -26.376
O: -8.800 3.793 -25.531
C: -8.456 2.453 -25.562
N: -7.724 6.899 -27.214
H: -10.265 7.157 -26.394
H: -10.471 5.488 -25.968
H: -10.079 5.911 -27.592
H: -8.138 6.375 -25.299
H: -6.922 4.408 -26.171
H: -8.081 4.186 -27.397
H: -9.182 1.996 -24.895
H: -7.492 2.156 -25.161
H: -8.565 2.027 -26.540
H: -6.732 6.958 -26.964
H: -7.783 6.583 -28.172
C: -7.065 2.761 -31.539
C: -7.456 4.016 -30.808
C: -6.269 4.979 -30.864
O: -6.568 6.040 -29.957
C: -5.615 7.090 -30.211
N: -8.769 4.567 -31.178
H: -6.429 2.109 -30.961
H: -6.554 3.071 -32.411
H: -7.911 2.131 -31.757
H: -7.576 3.762 -29.724
H: -6.064 5.349 -31.911
H: -5.383 4.428 -30.423
H: -4.581 6.704 -30.163
H: -5.752 7.803 -29.370
H: -5.803 7.691 -31.117
H: -8.656 4.672 -32.205
H: -8.844 5.581 -30.892
O: -9.375 2.713 -20.812
H: -10.253 2.509 -21.093
H: -9.171 3.437 -21.441
O: -9.826 0.387 -29.698
H: -10.147 1.073 -30.309
H: -10.099 0.586 -28.797
O: -8.781 -0.904 -24.725
H: -9.324 -1.447 -25.277
H: -8.678 -0.116 -25.260
O: -1.679 5.828 -25.734
H: -1.004 6.323 -26.258
H: -2.341 6.468 -25.493
O: -12.624 7.570 -23.783
H: -12.964 8.329 -23.270
H: -12.444 7.896 -24.660
O: -10.798 2.612 -31.320
H: -10.117 3.270 -31.547
H: -11.371 2.549 -32.076
O: -6.360 6.362 -23.783
H: -5.642 6.997 -23.755
H: -5.862 5.490 -23.752
O: -5.679 3.781 -23.674
H: -5.070 3.470 -24.331
H: -5.958 3.122 -23.013
O: -7.369 9.778 -28.502
H: -7.835 9.120 -27.914
H: -7.919 10.565 -28.369
O: -12.205 4.748 -24.149
H: -11.591 4.328 -23.553
H: -12.114 5.673 -23.900
O: -11.777 4.187 -29.278
H: -11.513 3.503 -29.873
H: -12.181 3.721 -28.502
O: -7.353 -0.106 -27.319
H: -6.922 -0.951 -27.073
H: -7.598 -0.092 -28.270
O: -11.756 2.848 -26.592
H: -12.556 2.985 -26.014
H: -11.264 3.633 -26.413
O: -8.908 4.883 -23.000
H: -8.063 5.381 -22.879
H: -8.798 4.464 -23.875
O: -6.976 1.617 -22.154
H: -7.892 1.926 -21.950
H: -6.975 0.687 -21.901

Atomic partial charges in e from the Mulliken method, atoms 1 to 8: -1.239 1.647 -1.343 -0.284 -0.883 -0.582 0.242 0.312